Below is C7H13N in the gas phase, with properties calculated with the ωB97M-V functional and the def2-TZVPD basis.

Properties
Relative energy (zero: lowest compared OMol25 entry of this formula, charge and spin) ... 1.8835 eV
Lowest unoccupied orbital energy ... 0.0427 Eh
Calculated total energy ... -329.202244 Eh
Frontier orbital gap ... 0.3144 Ha
HOMO energy ... -0.27174 Eh
SMILES ... C=CCN/C=C/CC

Geometry as XYZ:
```
21
C7H13N (the ωB97M-V functional and the def2-TZVPD basis)
C 3.1933 -2.2009 -2.2853
C 2.3183 -1.2465 -2.0346
C 1.0009 -1.4742 -1.3530
N 0.7951 -0.4557 -0.3088
C -0.4679 -0.1264 0.1290
C -0.8265 0.9107 0.8846
C -2.2454 1.1592 1.3789
C -2.3380 2.3542 2.3391
H 2.9961 -3.2384 -2.0413
H 4.1817 -2.0315 -2.6968
H 2.4788 -0.1750 -2.1055
H 0.8581 -2.3960 -0.8017
H 0.2586 -1.2811 -2.1021
H 1.5926 -0.0878 0.1710
H -1.2495 -0.7702 -0.2735
H -0.0874 1.6275 1.2352
H -2.8097 1.3633 0.4612
H -2.6724 0.2352 1.7567
H -1.5901 3.0738 2.0105
H -2.0430 1.9980 3.3253
H -3.3438 2.7618 2.3112
```



Below is 2 unconnected molecules or ions with the total composition C17H26N6O4, with properties calculated with the ωB97M-V functional and the def2-TZVPD basis.

Properties
Relative energy (zero: lowest compared OMol25 entry of this formula, charge and spin) ... 5.0056 eV
Lowest unoccupied orbital energy ... 0.0232 Eh
Calculated total energy ... -1292.805038 Eh
Frontier orbital gap ... 0.3216 Ha
HOMO energy ... -0.29841 Eh
SMILES ... N[C@@H](Cc1c[nH]c2ccccc12)C(=O)O.[H]/N=C(\N)NCCC[C@H](N)C(=O)O

Geometry as XYZ:
```
53
C17H26N6O4 (the ωB97M-V functional and the def2-TZVPD basis)
N -4.7049 -4.2093 3.3422
C -4.8509 -2.8085 2.9137
C -3.5064 -2.5834 2.1900
C -3.0990 -1.2157 1.7886
C -2.5709 -0.3267 2.6724
N -2.3470 0.9198 2.0180
C -2.8857 0.8532 0.7180
C -2.9805 1.8195 -0.3091
C -3.3943 1.3384 -1.5496
C -3.7110 -0.0223 -1.7439
C -3.6104 -1.0051 -0.7190
C -3.2958 -0.5010 0.5367
C -5.9606 -2.5519 1.9057
O -6.3506 -3.3145 1.0426
O -6.3355 -1.2681 1.8625
H -4.7487 -4.8016 2.5231
H -5.4356 -4.4796 3.8987
H -4.9272 -2.1774 3.7015
H -2.8250 -2.8188 2.9732
H -3.3437 -3.3024 1.4468
H -2.5126 -0.3840 3.7035
H -2.3257 1.6956 2.4953
H -2.7407 2.9215 -0.2148
H -3.4848 2.1275 -2.4085
H -4.1457 -0.2794 -2.6370
H -3.7375 -2.0374 -0.9598
H -6.9742 -1.2636 1.0929
H 10.2810 -0.2134 -1.2451
N 9.3526 -0.6053 -1.4723
C 8.4948 0.5263 -1.5164
N 8.7568 1.7723 -0.9269
N 7.3578 0.4299 -2.1914
C 6.2383 0.8459 -1.3128
C 4.8463 0.8519 -2.0034
C 3.7294 1.5685 -1.0638
C 2.2203 1.2109 -1.4405
N 2.2996 1.6636 -2.8556
C 1.1740 1.9205 -0.5485
O 1.3414 2.1749 0.6417
O 0.0234 2.2298 -1.2378
H 9.6113 1.9016 -0.5801
H 8.6607 2.3971 -1.5949
H 7.1973 -0.5113 -2.6372
H 6.4534 1.8498 -1.1123
H 6.2992 0.3495 -0.3870
H 4.6131 -0.0396 -2.3811
H 4.9335 1.4827 -2.8437
H 3.8745 2.6592 -1.1019
H 3.9551 1.2430 -0.0081
H 2.0306 0.1818 -1.3684
H 1.4496 1.7025 -3.2683
H 2.8271 1.0260 -3.3018
H -0.4450 2.8737 -0.7604
```



Below is a molecular structure, C16H28B3Br8O7P, with properties calculated with the ωB97M-V functional and the def2-TZVPD basis.

Properties
Lowest unoccupied orbital energy ... 0.0063 Eh
Calculated total energy ... -22161.538320 Eh
Frontier orbital gap ... 0.3129 Ha
HOMO energy ... -0.30661 Eh

Geometry as XYZ:
```
63
C16H28B3Br8O7P (the ωB97M-V functional and the def2-TZVPD basis)
O 0.8296 -1.9980 -0.3690
P 1.8108 -1.9755 -1.4642
O 2.8835 -3.1392 -1.2020
O 1.1803 -2.3214 -2.9006
C 2.7285 -0.4297 -1.5952
B 1.7598 0.8348 -1.7991
O 2.2907 2.1096 -2.0104
B 1.3056 3.0738 -2.1770
O 0.1550 2.7133 -2.8508
B -0.4104 1.5978 -2.2654
C -1.9933 1.4948 -2.2646
O -2.3974 0.2763 -1.6644
C -3.7298 -0.0313 -1.7995
C -4.6309 0.6021 -2.6458
C -5.9519 0.1735 -2.7095
C -6.3983 -0.8937 -1.9513
C -5.4850 -1.5246 -1.1133
C -4.1757 -1.1023 -1.0298
O 0.3921 0.6034 -1.7345
H 2.3594 -3.9503 -1.1314
H 0.8385 -1.5105 -3.2976
H 3.4105 -0.5364 -2.4420
H 3.2597 -0.3396 -0.6422
H 1.4573 4.1407 -1.7334
H -2.3336 2.3541 -1.6787
H -2.2930 1.5729 -3.3123
H -4.3243 1.4229 -3.2746
H -6.6498 0.6694 -3.3710
H -7.4166 -1.2464 -2.0179
H -5.7878 -2.3799 -0.5217
H -3.4564 -1.6115 -0.3937
Br 3.3048 1.2711 3.5608
C 4.8771 0.5064 2.7023
C 5.5801 1.5114 1.8351
Br 4.6117 1.7879 0.1687
H 4.5407 -0.3571 2.1407
H 5.5175 0.1812 3.5193
H 6.5622 1.1449 1.5445
H 5.6854 2.4841 2.3045
Br 2.5987 -5.6869 3.7423
C 2.9639 -3.8475 4.2644
C 2.8758 -2.9136 3.0892
Br 4.4395 -3.0401 1.9403
H 3.9403 -3.8416 4.7375
H 2.2025 -3.6022 5.0016
H 2.8514 -1.8779 3.4256
H 2.0156 -3.1053 2.4592
Br -2.2602 -2.3055 1.1532
C -1.2714 -3.6398 2.1537
C -1.8648 -5.0131 1.9967
Br -3.4780 -5.2288 3.0651
H -1.2468 -3.3085 3.1877
H -0.2671 -3.6103 1.7368
H -1.1751 -5.7697 2.3650
H -2.1354 -5.2377 0.9701
Br -0.7913 4.7989 -1.2251
C -1.6475 6.5445 -1.0491
C -0.9291 7.4216 -0.0593
Br -1.3185 6.9007 1.7727
H -2.6830 6.3668 -0.7772
H -1.6046 6.9775 -2.0460
H -1.2710 8.4509 -0.1439
H 0.1495 7.3886 -0.1733
```



Below is a gas-phase ion, C16H27N2O3 (charge +1), with properties calculated with the ωB97M-V functional and the def2-TZVPD basis.

Properties
Relative energy (zero: lowest compared OMol25 entry of this formula, charge and spin) ... 1.6952 eV
Lowest unoccupied orbital energy ... -0.1325 Eh
Calculated total energy ... -960.847460 Eh
Charge ... +1
Frontier orbital gap ... 0.2466 Ha
HOMO energy ... -0.37903 Eh
SMILES ... CCCOc1cc([NH3+])ccc1C(=O)OCCN(CC)CC

Geometry as XYZ:
```
48
C16H27N2O3 (the ωB97M-V functional and the def2-TZVPD basis)
C -3.5753 -3.0436 -1.3250
C -4.5255 -2.0210 -0.7125
C -4.1877 -1.7781 0.7588
O -2.8784 -1.2453 0.9096
C -2.5912 0.0084 0.6029
C -3.5257 1.0322 0.3997
C -3.0822 2.3245 0.1795
N -4.0992 3.3919 -0.0297
C -1.7457 2.6608 0.1491
C -0.8132 1.6459 0.3297
C -1.2170 0.3425 0.5372
C -0.2023 -0.7652 0.6042
O -0.3370 -1.8116 0.0288
O 0.8397 -0.4109 1.3419
C 1.9059 -1.3611 1.4605
C 2.8648 -1.3408 0.2651
N 3.8562 -0.2915 0.3790
C 5.0436 -0.5608 -0.4202
C 6.1983 0.3774 -0.0902
C 3.3218 1.0518 0.2598
C 2.7898 1.4554 -1.1232
H -3.7592 -3.1402 -2.3913
H -2.5418 -2.7412 -1.1726
H -3.7179 -4.0161 -0.8619
H -4.4543 -1.0798 -1.2646
H -5.5555 -2.3749 -0.7753
H -4.9305 -1.1380 1.2498
H -4.1464 -2.7312 1.2896
H -4.5830 0.8211 0.4207
H -3.6192 4.2893 -0.1823
H -4.7128 3.4768 0.7923
H -4.6861 3.1822 -0.8488
H -1.4219 3.6755 -0.0192
H 0.2398 1.8719 0.2929
H 2.4378 -1.0884 2.3720
H 1.4664 -2.3578 1.5541
H 2.2727 -1.2915 -0.6634
H 3.3928 -2.2965 0.2648
H 5.3540 -1.5815 -0.1811
H 4.8344 -0.5255 -1.5022
H 6.0360 1.3759 -0.4870
H 7.1128 -0.0130 -0.5286
H 6.3284 0.4405 0.9867
H 2.5224 1.1453 0.9990
H 4.1132 1.7445 0.5500
H 3.5753 1.3900 -1.8710
H 1.9648 0.8167 -1.4345
H 2.4387 2.4846 -1.0932
```



Below is a molecular structure, C30H23IrNO5P, with properties calculated with the ωB97M-V functional and the def2-TZVPD basis.

Properties
Relative energy (zero: lowest compared OMol25 entry of this formula, charge and spin) ... 0.3019 eV
Lowest unoccupied orbital energy ... -0.0340 Eh
Calculated total energy ... -2033.557170 Eh
Frontier orbital gap ... 0.2530 Ha
HOMO energy ... -0.28699 Eh

Geometry as XYZ:
```
61
C30H23IrNO5P (the ωB97M-V functional and the def2-TZVPD basis)
Ir -1.0121 -1.2884 1.7318
C -0.2225 -3.4908 4.1234
C -1.2774 -2.9823 3.1906
C -2.1299 -1.9732 3.5528
C -3.0526 -1.4020 2.6328
C -3.0913 -1.8837 1.3298
C -2.2743 -2.9984 0.9458
C -1.3963 -3.5129 1.8743
H -0.6066 -4.3257 4.7128
H 0.0960 -2.7072 4.8087
H 0.6478 -3.8340 3.5656
H -2.0181 -1.5243 4.5315
H -3.6365 -0.5340 2.9005
H -3.7191 -1.4068 0.5907
H -2.2679 -3.3468 -0.0762
H -0.6867 -4.2688 1.5598
O 4.5706 0.6540 3.3792
C 3.4852 0.2384 3.1109
C 2.1374 0.8954 3.4889
O 1.9927 1.9546 4.0425
C 1.1384 -0.0362 2.9699
C 1.7022 -1.0854 2.2944
O 0.9145 -1.9417 1.6777
C 3.1647 -1.0345 2.2952
O 3.9600 -1.7710 1.7733
O -0.1756 0.0733 2.9941
N -0.6143 -0.1280 0.1834
P -0.2390 0.6288 -1.0409
C 1.4285 1.3722 -0.9201
C 1.7316 2.0009 0.2880
C 2.9900 2.5348 0.5114
C 3.9645 2.4436 -0.4771
C 3.6708 1.8278 -1.6831
C 2.4057 1.2943 -1.9044
C -1.3167 2.0503 -1.4530
C -2.5968 2.0970 -0.9202
C -3.4427 3.1594 -1.2049
C -3.0087 4.1895 -2.0267
C -1.7252 4.1581 -2.5575
C -0.8834 3.0941 -2.2681
C -0.1957 -0.3692 -2.5766
C -0.9532 -0.0857 -3.7083
C -0.9492 -0.9514 -4.7967
C -0.1842 -2.1069 -4.7608
C 0.5742 -2.3989 -3.6325
C 0.5637 -1.5386 -2.5474
H 0.9760 2.0545 1.0647
H 3.2153 3.0094 1.4589
H 4.9529 2.8479 -0.3004
H 4.4300 1.7486 -2.4509
H 2.1912 0.8025 -2.8461
H -2.9139 1.2975 -0.2597
H -4.4379 3.1913 -0.7787
H -3.6653 5.0221 -2.2452
H -1.3776 4.9673 -3.1869
H 0.1231 3.0816 -2.6711
H -1.5536 0.8148 -3.7471
H -1.5448 -0.7206 -5.6710
H -0.1759 -2.7796 -5.6092
H 1.1731 -3.3007 -3.6004
H 1.1449 -1.7764 -1.6621
```



Below is 3 unconnected molecules or ions with the total composition C3H10N3O, with properties calculated with the ωB97M-V functional and the def2-TZVPD basis.

Properties
Relative energy (zero: lowest compared OMol25 entry of this formula, charge and spin) ... 3.6089 eV
Lowest unoccupied orbital energy ... -0.1259 Eh
Calculated total energy ... -359.507271 Eh
Charge ... +1
Frontier orbital gap ... 0.3830 Ha
HOMO energy ... -0.50897 Eh

Geometry as XYZ:
```
17
C3H10N3O (the ωB97M-V functional and the def2-TZVPD basis)
C -0.0767 2.0964 0.1782
C 2.1488 -0.2558 0.0467
C 1.3246 -1.2413 0.2042
N -1.3024 1.7245 0.2971
N 3.1707 0.4669 -0.1865
N -1.8663 -1.2795 -0.6679
O 0.9651 1.4749 -0.0421
H 0.1043 3.1910 0.2984
H 1.7339 -2.2194 0.3005
H 0.2567 -0.9446 0.3398
H -2.0357 2.3912 0.3959
H -1.3999 0.6528 0.3207
H 3.5925 0.8852 0.5705
H 3.1437 1.0004 -1.0830
H -1.8355 -2.0437 0.0652
H -1.2618 -1.3631 -1.5065
H -2.8337 -1.0312 -0.8982
```



Below is C2H4INO in the gas phase, with properties calculated with the ωB97M-V functional and the def2-TZVPD basis.

Properties
Relative energy (zero: lowest compared OMol25 entry of this formula, charge and spin) ... 2.4191 eV
Lowest unoccupied orbital energy ... -0.0097 Eh
Calculated total energy ... -506.185250 Eh
Frontier orbital gap ... 0.3380 Ha
HOMO energy ... -0.34773 Eh
SMILES ... [H]/N=C(\I)CO

Geometry as XYZ:
```
9
C2H4INO (the ωB97M-V functional and the def2-TZVPD basis)
H -0.5082 2.6084 0.9598
N 0.2030 2.0287 0.4676
C -0.4072 0.6548 0.1001
I -2.3486 0.0545 0.2315
C 0.5310 -0.4771 -0.3976
O 0.4596 -1.5317 0.5087
H 1.5233 -0.0676 -0.4408
H 0.3281 -0.8401 -1.3865
H 0.2190 -2.4299 -0.0427
```



Below is 4 unconnected molecules or ions with the total composition C23H23FN4O5, with properties calculated with the ωB97M-V functional and the def2-TZVPD basis.

Properties
Lowest unoccupied orbital energy ... 0.0075 Eh
Calculated total energy ... -1585.273426 Eh
Frontier orbital gap ... 0.3486 Ha
HOMO energy ... -0.34113 Eh
SMILES ... O=CC[C@H]1C[C@H](C(=O)NC(=O)F)C(=O)O1.c1ccncc1.c1ccncc1.c1ccncc1

Geometry as XYZ:
```
56
C23H23FN4O5 (the ωB97M-V functional and the def2-TZVPD basis)
O -1.0439 2.2093 -2.2335
C -1.5520 3.1605 -1.7507
C -0.6652 4.3818 -1.4674
C -1.2981 5.7613 -1.7893
C -2.4455 5.7856 -2.8364
C -3.6176 5.7216 -1.8084
C -5.0003 5.8248 -2.4594
O -5.1572 6.3735 -3.4645
N -6.0923 5.1444 -1.7570
C -6.1637 3.8093 -2.1905
O -5.7297 2.9045 -1.6216
F -6.7911 3.5864 -3.3269
C -3.1158 6.8964 -0.9221
O -3.6393 7.8611 -0.5877
O -1.8192 6.5048 -0.6582
H -2.6389 3.1083 -1.5311
H 0.2142 4.2804 -2.1172
H -0.2778 4.3334 -0.4368
H -0.4370 6.3741 -2.0940
H -2.4641 6.8502 -3.1112
H -2.4346 5.0547 -3.6439
H -3.6193 4.8552 -1.1301
H -5.7864 5.0639 -0.7878
C -0.5037 0.0662 -0.0031
C 0.6677 0.6957 0.3843
C 1.4058 0.1347 1.4156
N 1.0542 -0.9803 2.0610
C -0.0800 -1.5693 1.6724
C -0.8892 -1.0921 0.6524
H -1.1060 0.4720 -0.8034
H 1.0020 1.6027 -0.1023
H 2.3297 0.5932 1.7521
H -0.3439 -2.4704 2.2161
H -1.7967 -1.6139 0.3799
C 2.2781 -3.4890 -1.8903
C 1.9441 -2.7243 -0.7851
C 2.6705 -2.9031 0.3834
N 3.6756 -3.7773 0.5040
C 3.9780 -4.5050 -0.5750
C 3.3173 -4.3995 -1.7876
H 1.7351 -3.3773 -2.8212
H 1.1396 -2.0046 -0.8270
H 2.4491 -2.3252 1.2733
H 4.7953 -5.2080 -0.4468
H 3.6082 -5.0148 -2.6284
C 3.3122 -5.8632 4.9296
C 3.3708 -5.2955 3.6678
C 3.5630 -6.1323 2.5795
N 3.6989 -7.4586 2.6780
C 3.6411 -7.9841 3.9032
C 3.4491 -7.2369 5.0546
H 3.1622 -5.2435 5.8055
H 3.2700 -4.2276 3.5269
H 3.6116 -5.7342 1.5806
H 3.7567 -9.0619 3.9524
H 3.4086 -7.7180 6.0229
```



> Which value of lowest unoccupied orbital energy does entry 7 give?

-0.0097 Eh



> Which of these has the lowest HOMO energy?

C3H10N3O



> The highest calculated total energy belongs to which entry?

C7H13N



> The lowest calculated total energy belongs to which entry?

C16H28B3Br8O7P